# C10H16O2P

A gas-phase ion, C10H16O2P (charge +1) in a non-equilibrium geometry (ωB97M-V/def2-TZVPD, OMol25).

```
29
Properties=species:S:1:pos:R:3:forces:R:3
C 3.905 -0.020 0.204 -0.10 0.38 0.46
C 3.251 1.189 0.033 -0.21 -0.50 -0.34
C 3.179 -1.180 0.375 1.49 -0.76 0.08
C 1.849 1.142 -0.045 2.03 -2.34 0.15
C 1.828 -1.260 0.250 -0.54 -1.17 -0.25
C 1.170 -0.083 0.000 -1.55 0.67 -0.16
C -2.807 0.725 1.491 -0.71 -1.08 -1.31
C -1.623 1.790 -1.760 -0.95 2.71 -0.96
C -1.300 -2.659 -0.896 2.99 -1.74 -2.31
C -1.308 0.650 1.413 1.76 0.35 1.33
O -1.394 0.425 -1.633 2.64 -2.74 4.59
O -1.096 -1.656 0.069 -1.28 1.32 0.73
P -0.654 -0.186 -0.036 -0.37 1.81 -2.54
H 4.986 -0.024 0.303 -0.13 -0.15 -0.11
H 3.933 2.038 -0.074 -1.02 0.24 0.10
H 3.734 -2.064 0.594 0.22 -0.61 0.06
H 1.274 1.962 -0.100 -1.65 3.16 -0.44
H 1.325 -2.242 0.311 0.29 0.78 0.05
H -3.004 1.338 2.355 -0.85 0.94 -0.43
H -3.376 0.792 0.474 1.01 0.81 2.05
H -3.101 -0.236 1.838 -0.52 -1.05 0.26
H -0.691 2.545 -1.708 -1.97 -1.95 -0.23
H -2.451 2.122 -1.088 0.97 0.01 0.07
H -2.176 1.826 -2.747 1.21 0.46 0.68
H -0.513 -2.427 -1.753 -1.68 -0.93 1.54
H -2.285 -2.841 -1.397 0.53 0.84 1.15
H -0.944 -3.525 -0.277 -0.66 0.17 -1.36
H -0.866 0.195 2.462 -0.77 0.81 -2.93
H -0.848 1.664 1.344 -0.19 -0.47 0.06
```
Forces are in eV/Å.

Summary:
E_tot = -24005.23621 eV
LUMO = -3.49 eV
Net charge = +1
Gap between HOMO and LUMO = 9.901 eV
Spin multiplicity = 1
Energy above the lowest of the compared OMol25 structures with the same formula, charge and spin = 0.0 kcal/mol